Record 1
The following is a quantum chemistry calculation of an isolated molecule of C4H4N2O2 in a non-equilibrium geometry, from OMol25.

- HOMO (eV) = -9.41
- frontier orbital gap (eV) = 8.7
- SMILES = Cc1cc(N=O)no1
- ΔE to the lowest compared entry with this formula, charge and spin (eV) = 5.756
- LUMO energy (Eh) = -0.0279

Bonds (Å) are listed after each position.
CARTESIAN COORDINATES (ANGSTROEM)
1 C -2.927 -0.311 0.229  C2 1.579, H9 1.181, H10 1.198, H11 1.142
2 C -1.399 -0.041 -0.061  C1 1.579, C3 1.378, O8 1.348
3 C -0.414 -0.980 -0.274  C2 1.378, C4 1.413, H12 1.065
4 C 0.733 -0.155 -0.291  C3 1.413, N5 1.459, N7 1.335
5 N 2.037 -0.749 -0.018  C4 1.459, O6 1.216
6 O 2.897 0.037 0.333  N5 1.216
7 N 0.506 1.150 -0.115  C4 1.335, O8 1.299
8 O -0.790 1.162 -0.035  C2 1.348, N7 1.299
9 H -3.312 -0.189 1.339  C1 1.181
10 H -3.148 -1.487 0.178  C1 1.198
11 H -3.644 0.220 -0.485  C1 1.142
12 H -0.517 -2.026 -0.105  C3 1.065

***

Record 2
The following is a quantum chemistry calculation of an isolated molecule of C4H4N2O2 in a non-equilibrium geometry, from OMol25.

- HOMO (eV) = -10.24
- frontier orbital gap (eV) = 10.8
- SMILES = O=C1NC(=O)N2C[C@@H]12
- ΔE to the lowest compared entry with this formula, charge and spin (eV) = 1.729
- LUMO energy (Eh) = 0.0195

Bonds (Å) are listed after each position.
CARTESIAN COORDINATES (ANGSTROEM)
1 O 2.306 -1.065 0.062  C2 1.215
2 C 1.150 -0.717 -0.076  O1 1.215, N3 1.424, C8 1.464
3 N -0.061 -1.460 -0.163  C2 1.424, C4 1.371, H9 0.987
4 C -1.257 -0.791 -0.197  N3 1.371, O5 1.243, N6 1.594
5 O -2.437 -1.101 0.039  C4 1.243
6 N -0.723 0.629 -0.687  C4 1.594, C7 1.460, C8 1.423
7 C -0.278 1.442 0.441  N6 1.460, C8 1.501, H10 1.060, H11 1.066
8 C 0.669 0.629 -0.392  C2 1.464, N6 1.423, C7 1.501, H12 1.114
9 H -0.078 -2.337 0.292  N3 0.987
10 H -0.200 2.485 0.268  C7 1.060
11 H -0.481 1.072 1.421  C7 1.066
12 H 1.391 1.213 -1.008  C8 1.114